1.
The following is a DFT calculation (the ωB97M-V functional and the def2-TZVPD basis) of one molecule with the formula C4H5NS in a non-equilibrium geometry.

Geometry as XYZ:
```
11
Properties=species:S:1:pos:R:3:forces:R:3
N 2.11493 -0.26804 -2.10807 -10.33 -1.78 9.51
C 1.12174 -0.45896 -1.17100 8.86 1.47 -8.71
C 0.37051 -1.00773 -0.01365 1.12 1.15 1.15
C 0.80807 -0.29089 1.24570 0.86 4.13 0.20
C -0.69495 -0.35984 0.92571 1.06 -0.89 1.50
S -1.55846 0.99973 0.12370 0.11 0.24 3.09
H 0.69933 -1.96693 0.12575 -0.26 -2.89 -0.29
H 1.52927 0.63977 1.08062 -2.16 -1.68 0.16
H 1.04116 -0.67386 2.22953 0.19 -1.06 -0.44
H -1.17988 -0.96657 1.97199 0.90 1.35 -4.08
H -1.59124 1.55273 1.44887 -0.35 -0.03 -2.09
```
Forces are in eV/Å.

Calculated values
energy above the lowest of the compared OMol25 structures with the same formula, charge and spin = 123.0 kcal per mole
molecular weight = 99.16 g/mol
SMILES = N#C[C@H]1C[C@H]1S
lowest unoccupied orbital energy = 0.3 eV

natural (NBO) population analysis, charges in e, atoms 1 to 6:
1. N -0.319
2. C 0.286
3. C -0.386
4. C -0.403
5. C -0.361
6. S 0.039


2.
The following is a DFT calculation (the ωB97M-V functional and the def2-TZVPD basis) of C2H3Cl2OP as an isolated structure in a non-equilibrium geometry.

Geometry as XYZ:
```
9
Properties=species:S:1:pos:R:3:forces:R:3
C -1.20075 -1.21649 -0.06975 4.42 0.77 0.60
C 1.12730 0.50890 0.07706 2.03 0.16 0.08
O -1.35673 1.48745 -0.55207 -0.30 1.22 0.00
P -0.62255 0.31530 -0.11967 -1.58 -2.44 -0.99
Cl 1.89578 1.54058 -1.14430 -0.33 0.11 -0.25
Cl 1.16099 1.35891 1.65253 0.38 -0.18 0.30
H -0.67068 -2.11363 0.20804 1.09 0.35 0.09
H -2.14099 -1.51276 -0.10030 -4.64 -0.25 -0.44
H 1.80765 -0.36826 0.04848 -1.08 0.24 0.61
```
Forces are in eV/Å.

Calculated values
energy above the lowest of the compared OMol25 structures with the same formula, charge and spin = 59.9 kcal per mole
molecular weight = 144.93 g/mol
lowest unoccupied orbital energy = 0.2 eV

natural (NBO) population analysis, charges in e, atoms 1 to 6:
1. C -1.039
2. C -0.633
3. O -1.003
4. P 1.856
5. Cl 0.031
6. Cl 0.017


3.
The following is a DFT calculation (the ωB97M-V functional and the def2-TZVPD basis) of a 38-piece molecular cluster, C17H103FNO38 overall in a non-equilibrium geometry.

Geometry as XYZ:
```
160
Properties=species:S:1:pos:R:3:forces:R:3
C -3.22603 -2.54739 1.88702 -0.12 0.05 -0.34
C -3.79348 -1.65587 1.31472 0.30 0.09 -0.10
C -4.34055 -0.48748 0.60829 -0.09 -0.38 0.61
C -3.45367 0.76448 0.77180 -0.30 -0.01 -0.60
C -2.54656 1.01952 -0.45034 0.05 0.54 0.29
C -1.17209 1.68464 -0.13527 -0.38 -0.16 0.02
C -1.48593 2.92020 0.74533 0.44 -0.35 0.04
C -0.46009 4.03357 0.82657 -0.72 0.63 0.03
C -0.89261 5.09872 1.83975 -0.10 0.16 -0.53
F 0.82055 3.56478 1.18580 0.06 -0.20 0.08
C -0.31493 0.72064 0.69648 0.32 -0.08 -0.37
C 0.35505 -0.46471 -0.04001 -0.91 -0.67 0.41
C -0.50768 -1.73389 0.06830 0.38 -0.01 -0.32
C 1.67163 -0.77562 0.66725 -0.19 0.28 0.54
N 0.56240 -0.21180 -1.50506 1.84 0.66 1.29
O 1.50333 -0.95900 -1.97317 -0.71 -0.20 -0.62
C 0.71530 1.21424 -1.90318 -0.23 0.58 -1.12
C 2.01302 1.81445 -1.36919 0.02 0.10 0.25
C 0.79633 1.25737 -3.44430 -0.67 -0.45 0.50
C -0.52464 2.03430 -1.50133 0.01 -0.58 0.17
H -2.66269 -3.34027 2.31713 -0.19 -0.03 0.25
H -4.48617 -0.75026 -0.43970 0.03 0.17 -0.08
H -5.33292 -0.29197 1.02188 0.00 0.07 -0.05
H -2.89482 0.70615 1.70329 -0.01 -0.15 0.03
H -4.13901 1.60792 0.86668 0.12 0.09 0.07
H -2.40909 0.11945 -1.05196 0.13 -0.09 0.12
H -3.07357 1.72995 -1.09495 -0.07 -0.15 -0.10
H -2.42267 3.37852 0.41399 0.07 0.15 -0.06
H -1.66748 2.57033 1.76718 -0.04 0.00 0.00
H -0.35246 4.51657 -0.14421 0.25 -0.15 -0.04
H -1.66353 4.72748 2.51369 0.25 -0.08 0.25
H -1.31830 5.94153 1.28822 -0.03 0.00 0.04
H -0.03241 5.48650 2.38433 -0.02 -0.11 0.12
H 0.46908 1.25675 1.23245 -0.05 0.18 -0.12
H -0.94483 0.28357 1.47350 0.04 0.02 0.05
H 0.05691 -2.57185 -0.34532 -0.11 -0.02 -0.06
H -1.44519 -1.65188 -0.47479 -0.06 -0.02 0.07
H -0.71173 -1.95955 1.11273 -0.05 0.08 0.01
H 2.39925 0.02634 0.57580 0.08 -0.05 -0.19
H 2.09379 -1.72969 0.38362 0.08 0.08 -0.23
H 1.42950 -0.84572 1.73427 0.02 -0.04 -0.02
H 2.87595 1.18698 -1.58317 -0.10 -0.12 -0.05
H 2.17568 2.76471 -1.88165 -0.08 0.05 0.02
H 1.98739 2.01556 -0.30159 -0.09 -0.02 0.01
H 0.53907 2.24618 -3.82024 0.28 0.13 0.10
H 0.01686 0.58110 -3.81279 0.16 -0.04 -0.20
H 1.76251 0.93228 -3.80878 0.04 0.05 -0.07
H -0.25186 3.08415 -1.60028 -0.01 0.03 0.05
H -1.27416 1.84541 -2.27344 -0.03 0.12 -0.01
O 2.84358 -3.72138 -1.76205 0.03 0.11 0.11
H 3.75587 -3.69433 -2.06496 0.00 -0.04 -0.01
H 2.55205 -2.79835 -1.80180 -0.15 0.03 0.01
O -5.38675 -4.25575 -0.03418 -0.31 0.33 -0.13
H -4.72416 -3.59033 0.19140 0.25 -0.11 0.02
H -6.04306 -4.14286 0.66775 0.15 -0.25 0.25
O 2.10489 -4.04351 1.20035 0.10 -0.37 0.05
H 2.98788 -3.70048 1.02018 -0.06 0.13 -0.09
H 1.81515 -4.38170 0.34241 0.08 0.16 -0.09
O 2.96770 0.67150 -5.83431 -0.03 0.09 -0.15
H 2.27993 0.00651 -5.98352 0.03 -0.17 0.07
H 3.77547 0.15078 -5.77883 0.00 0.00 -0.04
O -1.96646 -3.59587 4.55487 -0.02 -0.25 -0.07
H -1.14153 -4.02839 4.29469 0.12 0.16 0.11
H -1.89294 -3.51474 5.50984 0.01 0.06 -0.01
O 0.79439 -3.03440 3.79939 -0.09 0.18 0.01
H 0.23008 -2.63145 3.13204 -0.01 0.04 0.03
H 1.67906 -2.98539 3.41288 0.10 -0.33 0.02
O -6.83256 -4.07104 2.49828 -0.20 -0.03 0.04
H -6.53499 -3.62221 3.29586 0.12 0.08 -0.10
H -7.31830 -4.84596 2.80943 -0.02 -0.03 0.00
O -6.14326 1.30407 -1.24687 -0.03 0.05 -0.06
H -6.63030 1.42476 -0.41983 -0.21 0.10 -0.05
H -6.54882 0.52416 -1.63982 0.04 -0.05 0.07
O 4.71831 -1.09633 -0.03611 0.49 -0.17 -0.20
H 4.87900 -0.62095 0.78635 -0.16 -0.05 0.08
H 4.81363 -0.42518 -0.72114 -0.34 0.05 0.00
O 4.32187 1.78547 0.88743 0.22 -0.01 0.01
H 3.70809 2.50387 1.08249 -0.02 -0.02 0.04
H 4.98057 2.19491 0.31197 -0.14 0.08 -0.13
O 3.93741 3.28856 3.50588 0.27 0.01 -0.34
H 3.25793 2.61001 3.41641 -0.15 0.08 0.43
H 4.75778 2.80134 3.64951 -0.07 -0.11 0.06
O 2.18491 -1.81903 -7.07169 -0.22 0.24 -0.08
H 1.96019 -2.55747 -7.66087 0.21 0.13 0.27
H 2.71479 -1.23299 -7.62621 0.15 -0.24 -0.11
O -8.26358 2.21156 0.78435 0.13 -0.08 0.22
H -8.57767 3.10570 0.61854 0.05 0.00 -0.09
H -9.07023 1.69166 0.86916 0.01 -0.03 -0.08
O -7.69262 -1.30091 0.23312 -0.07 -0.02 -0.01
H -8.38577 -1.96807 0.17428 0.02 -0.02 -0.08
H -6.87728 -1.81717 0.25241 0.00 -0.02 0.01
O 0.32919 5.73737 -2.25846 0.05 0.00 0.18
H 0.31955 6.67923 -2.45698 -0.03 -0.02 -0.07
H 1.00820 5.64451 -1.58095 0.06 0.00 -0.06
O -0.87924 -2.38357 -3.39061 -0.01 0.01 0.06
H -0.06505 -2.09050 -2.96054 0.02 -0.03 -0.07
H -1.29174 -1.57061 -3.69593 0.00 -0.01 -0.03
O 4.95449 3.02586 -2.06457 0.23 -0.11 0.08
H 4.47092 3.49631 -2.75141 -0.07 -0.04 0.04
H 5.87973 3.11035 -2.31778 -0.03 0.08 -0.04
O 3.81194 -3.23078 3.82634 -0.14 0.05 -0.08
H 4.63119 -3.64605 3.54206 0.00 -0.02 0.03
H 3.90785 -3.15878 4.78140 -0.01 0.02 0.00
O 5.11416 5.27781 1.58895 0.11 -0.18 -0.14
H 5.19947 5.81837 2.38383 -0.11 0.14 -0.12
H 4.72961 4.45088 1.90433 -0.08 0.12 0.27
O 1.11906 2.93951 4.09706 -0.11 0.05 -0.16
H 0.28870 3.14810 4.54122 -0.06 -0.13 0.07
H 0.98712 3.24888 3.19237 -0.04 0.02 -0.02
O -8.68216 -6.15228 1.75136 0.18 0.09 0.12
H -9.06933 -6.86913 1.24103 0.00 -0.05 0.04
H -8.17678 -5.66298 1.09179 -0.13 -0.02 -0.13
O 6.44459 -2.30490 4.52687 0.09 0.12 -0.01
H 7.24785 -1.94929 4.92192 -0.01 -0.06 0.05
H 5.93750 -1.52629 4.25002 -0.12 0.00 -0.12
O 5.45165 0.28988 3.07894 0.20 -0.16 0.03
H 4.87021 0.68518 2.41174 -0.01 0.20 -0.01
H 6.33242 0.35218 2.68897 -0.01 0.01 -0.02
O -1.81106 4.17296 5.19042 0.14 0.03 -0.02
H -1.33786 4.95473 5.49710 -0.07 0.08 -0.07
H -2.62190 4.17090 5.70885 0.00 -0.08 -0.01
O 4.29285 -0.26456 -8.61559 -0.01 0.14 -0.02
H 5.20125 -0.11458 -8.89427 0.00 -0.06 0.00
H 3.90497 0.61674 -8.56200 -0.01 -0.01 0.05
O -9.44392 2.17311 -2.08923 -0.02 0.03 -0.10
H -8.56010 2.49879 -2.29376 0.04 -0.04 0.08
H -9.35838 1.21678 -2.14957 -0.02 0.00 0.01
O 7.63139 -0.30427 -0.29664 -0.08 0.06 0.09
H 7.30494 0.57412 -0.51149 0.03 -0.01 -0.06
H 6.84910 -0.87612 -0.31679 0.11 -0.05 0.09
O 3.68561 -6.70042 1.18553 0.05 0.09 0.09
H 3.09360 -5.97142 1.42089 -0.05 0.00 0.01
H 4.29305 -6.31961 0.54513 -0.04 -0.04 -0.06
O 1.02397 2.92295 -6.32177 0.14 -0.04 -0.11
H 0.32602 2.27852 -6.47338 -0.02 0.03 -0.01
H 1.82904 2.38830 -6.25754 -0.06 0.00 0.09
O 2.98317 -3.85576 -8.86234 0.02 -0.17 -0.18
H 3.88200 -3.55837 -9.03438 -0.03 0.07 0.06
H 3.01415 -4.81308 -8.95416 -0.05 0.01 0.02
O 7.57598 -3.31860 2.06855 -0.09 -0.09 -0.07
H 7.11173 -3.14783 2.90423 0.12 0.17 0.03
H 7.17838 -4.12227 1.72003 0.08 -0.02 -0.04
O -2.77352 7.18723 4.01558 0.05 0.00 -0.02
H -3.00323 6.45270 3.43743 0.01 -0.04 0.05
H -2.21664 7.75429 3.47323 -0.01 0.03 0.03
O 10.12289 -3.02446 0.10777 -0.01 -0.05 0.11
H 10.66796 -2.24965 0.26875 -0.04 0.03 -0.04
H 9.42174 -2.96833 0.77061 -0.07 -0.01 0.00
O -4.59208 -6.02668 -2.24675 -0.10 -0.08 -0.01
H -3.85211 -6.45169 -1.80491 0.02 0.02 -0.02
H -5.02257 -5.51089 -1.55050 0.08 0.10 0.05
O -8.27189 0.06741 3.01358 -0.09 0.03 -0.02
H -8.51916 -0.69251 2.47709 0.17 -0.05 -0.04
H -7.80278 0.63911 2.39449 0.00 0.05 0.05
O 5.38432 8.03239 2.73649 0.06 0.07 0.05
H 4.76987 8.76008 2.86894 -0.03 -0.04 0.03
H 6.05328 8.38240 2.14000 0.01 -0.07 -0.02
O -10.25182 -5.24958 -0.52042 -0.06 -0.01 -0.05
H -10.66385 -5.07272 0.33193 0.05 -0.04 0.03
H -10.80222 -5.92539 -0.92847 -0.02 0.07 -0.07
```
Forces are in eV/Å.

Calculated values
energy above the lowest of the compared OMol25 structures with the same formula, charge and spin = 0.0 kcal per mole
molecular weight = 948.98 g/mol
spin multiplicity = 2
expectation value of S² = 0.754
lowest unoccupied orbital energy (spin up / spin down) = -0.2 / -0.2 eV

Löwdin population analysis, charges in e, atoms 1 to 6:
1. C 0.115
2. C -0.132
3. C -0.205
4. C -0.168
5. C -0.132
6. C -0.370


4.
The following is a DFT calculation (the ωB97M-V functional and the def2-TZVPD basis) of a 10-piece molecular cluster, H20O10 overall in a non-equilibrium geometry.

Geometry as XYZ:
```
30
Properties=species:S:1:pos:R:3:forces:R:3
O -35.91285 -62.36831 31.17542 0.52 4.63 2.97
H -35.73830 -63.25826 30.91516 0.82 -4.67 -0.30
H -35.45102 -61.84530 30.53141 0.11 0.74 -1.88
H -35.42349 -61.98856 32.00675 -1.41 -2.03 -1.05
O -35.31340 -64.93760 30.73117 -0.65 5.41 3.81
H -35.19095 -65.65769 30.24605 0.75 -5.23 -3.28
O -33.89555 -63.73427 28.88728 0.22 1.84 -0.20
H -33.27368 -63.03965 29.20970 -0.60 -1.46 -0.15
H -34.25624 -64.33866 29.57156 0.47 0.67 0.82
O -34.07385 -68.10934 31.35412 1.98 -1.00 0.84
H -33.53345 -67.31048 31.55724 -0.44 -0.53 -0.12
H -33.41066 -68.81331 31.64408 -1.61 1.12 -0.72
O -33.05048 -65.69431 31.79535 2.08 2.10 1.41
H -32.56654 -64.89133 32.22608 -1.67 -2.35 -1.27
H -33.96009 -65.44994 31.51696 0.15 0.80 0.21
O -37.55187 -66.34518 31.52507 -1.85 -1.81 0.42
H -38.17646 -65.72721 31.91068 0.32 0.08 -0.34
H -36.76533 -65.93351 31.22762 1.17 1.49 -0.27
O -33.34046 -65.74521 27.24841 -2.36 2.36 1.47
H -34.20672 -66.02232 26.94994 -0.08 -1.35 -1.00
H -33.82547 -64.96274 27.75252 2.74 -1.38 -1.03
O -36.34981 -64.59010 33.40778 2.05 1.58 2.76
H -37.26503 -64.45742 33.46144 -1.65 -0.24 -0.67
H -35.94607 -64.91768 32.63516 -0.13 -0.93 -1.86
O -37.37416 -68.35767 29.37044 -0.18 2.55 1.01
H -37.19684 -67.76364 30.21049 -0.90 -1.69 -2.35
H -37.90866 -67.78240 28.74909 0.87 -1.01 1.30
O -37.06862 -64.62048 28.82613 -4.52 3.07 -2.66
H -36.28248 -64.70062 29.21205 4.89 -0.29 2.64
H -37.34827 -65.47929 28.67369 -1.08 -2.50 -0.49
```
Forces are in eV/Å.

Calculated values
energy above the lowest of the compared OMol25 structures with the same formula, charge and spin = 164.9 kcal per mole
molecular weight = 180.15 g/mol
lowest unoccupied orbital energy = -1.8 eV

natural (NBO) population analysis, charges in e, atoms 1 to 6:
1. O -0.747
2. H 0.586
3. H 0.538
4. H 0.569
5. O -1.260
6. H 0.462


> Which of these has the lowest molecular weight?

C4H5NS


> Which value of molecular weight does entry 2 give?

144.93 g/mol


> Which of these has the lowest energy above the lowest of the compared OMol25 structures with the same formula, charge and spin?

C17H103FNO38